# 1
C4H4N4 | ωB97M-V/def2-TZVPD

Last column: Mulliken charge in e.
CARTESIAN COORDINATES (ANGSTROEM)
1 C -0.260219 -1.467498 0.385881  0.003
2 C 0.532198 -0.594614 1.303654  -0.066
3 N 1.345949 0.329389 0.964689  -0.319
4 N 1.552073 0.562662 -0.362656  -0.328
5 C 0.527345 0.968966 -1.048935  -0.040
6 C -0.803456 1.129333 -0.551269  -0.031
7 N -1.611155 0.179843 -0.270722  -0.335
8 N -1.209956 -1.103345 -0.398969  -0.362
9 H 0.053783 -2.528938 0.402393  0.356
10 H 0.432401 -0.713591 2.393048  0.386
11 H 0.648877 1.106507 -2.147717  0.361
12 H -1.207839 2.131287 -0.669397  0.374

Cartesian forces (eV/Å) of the 2 atoms listed first:
C 0.2 -0.8 -0.5
C 0.0 0.7 0.7

## Properties
- Frontier orbital gap: 10.08 eV
- ΔE to the lowest compared entry with this formula, charge and spin: 3.575 eV

# 2
C4H4N4 | ωB97M-V/def2-TZVPD

Last column: Löwdin spin population.
CARTESIAN COORDINATES (ANGSTROEM)
1 C -1.998831 -0.383277 -0.000470  0.050
2 C -1.292987 0.816640 0.054895  0.242
3 C 1.974595 -0.380298 0.065935  0.109
4 C 1.291673 0.826141 -0.059380  0.307
5 N -1.182661 -1.463286 -0.044848  0.265
6 N 1.183539 -1.457298 -0.019166  0.221
7 N 0.001908 0.595465 -0.021216  0.369
8 N -0.022584 -1.084889 -0.106150  0.371
9 H -3.088189 -0.577070 0.272658  -0.001
10 H -1.568803 1.759639 -0.172907  0.033
11 H 3.106982 -0.414337 -0.055413  0.003
12 H 1.595360 1.762570 0.086058  0.031

Cartesian forces (eV/Å) of the 2 atoms listed first:
C -2.4 0.4 1.6
C 0.0 -2.1 -0.4

## Properties
- Frontier orbital gap (spin up / spin down): 5.38 / 6.11 eV
- Spin multiplicity: 3
- ΔE to the lowest compared entry with this formula, charge and spin: 4.310 eV

# 3
C4H4N4O | ωB97M-V/def2-TZVPD

Last column: Mulliken charge in e.
CARTESIAN COORDINATES (ANGSTROEM)
1 H 3.110996 1.645524 0.231574  0.299
2 N 2.966992 0.703798 -0.209133  -0.646
3 C 1.759248 0.373998 0.021636  0.314
4 N 0.666361 1.199208 0.831812  -0.544
5 C -0.511350 0.907186 0.587629  0.021
6 C -0.941560 -0.290023 -0.126834  0.204
7 N -2.209476 -0.818898 -0.167747  -0.223
8 O -3.161547 -0.105283 0.245320  -0.378
9 C 0.059806 -1.042354 -0.695117  -0.178
10 N 1.331957 -0.890755 -0.431533  -0.143
11 H -1.295444 1.530383 0.920848  0.476
12 H -0.099437 -1.936030 -1.113836  0.506
13 H 2.088551 -1.443916 -0.888826  0.291

Cartesian forces (eV/Å) of the 2 atoms listed first:
H 0.1 -1.0 -0.5
N -1.5 1.3 1.1

## Properties
- Frontier orbital gap: 8.29 eV
- ΔE to the lowest compared entry with this formula, charge and spin: 3.544 eV

# 4
C4H4N4O3S | ωB97M-V/def2-TZVPD

Last column: Löwdin spin population.
CARTESIAN COORDINATES (ANGSTROEM)
1 C -2.618531 -0.201509 0.538818  0.018
2 C -3.848585 0.432196 0.700579  0.504
3 C -1.837996 0.469746 -0.390738  0.337
4 C 2.707577 1.439997 0.245262  0.005
5 N -2.455655 1.445077 -1.040988  0.489
6 N 3.392087 1.954883 -0.762927  0.001
7 N 1.444609 1.032249 -0.357220  0.006
8 N 0.323403 1.147016 0.065525  0.070
9 O 3.045891 1.208920 1.386093  0.001
10 O -0.559690 0.243119 -0.674616  0.052
11 O -0.255906 1.785054 0.891040  0.020
12 S -3.898962 1.717673 -0.503721  0.480
13 H -2.055612 -0.710627 1.310056  -0.005
14 H -4.612355 0.040900 1.408946  0.023
15 H 2.957266 2.124408 -1.682477  0.000
16 H 4.290196 2.282575 -0.507769  0.000

Cartesian forces (eV/Å) of the 2 atoms listed first:
C 1.6 0.8 0.6
C 0.0 -2.5 1.8

## Properties
- Frontier orbital gap (spin up / spin down): 6.39 / 6.84 eV
- Spin multiplicity: 3
- ΔE to the lowest compared entry with this formula, charge and spin: 0.000 eV

# 5
C4H4NO3S | ωB97M-V/def2-TZVPD

Last column: Mulliken charge in e.
CARTESIAN COORDINATES (ANGSTROEM)
1 C -1.324610 0.989621 0.126629  -0.758
2 C -1.520416 -0.176684 0.786244  0.668
3 C -0.124841 1.449753 -0.566037  0.586
4 C 0.411308 -1.457021 0.574142  -1.196
5 N 0.921841 0.594642 -0.777291  -0.210
6 O -2.254682 -0.905238 1.406562  -0.540
7 O -0.127817 2.628844 -0.962214  -0.713
8 O 2.582144 -1.156546 -0.730399  -0.659
9 S 1.102820 -1.125196 -0.966774  0.404
10 H -2.209506 1.615094 0.302432  0.289
11 H 1.041434 -1.352012 1.382729  0.380
12 H -0.021471 -2.336415 0.690379  0.515
13 H 1.523797 1.231157 -1.266402  0.232

Cartesian forces (eV/Å) of the 2 atoms listed first:
C -0.4 -0.7 0.8
C 0.5 -2.5 0.5

## Properties
- Frontier orbital gap: 7.58 eV
- ΔE to the lowest compared entry with this formula, charge and spin: 3.900 eV
- Total charge: -1

# 6
C4H4NO3S | ωB97M-V/def2-TZVPD

Last column: Löwdin spin population.
CARTESIAN COORDINATES (ANGSTROEM)
1 C -0.757192 1.063013 -0.250237  0.042
2 C 0.477183 1.443012 -0.590487  0.161
3 C -1.353925 -0.246074 -0.132747  0.388
4 C -0.830892 -1.448158 -0.192818  0.537
5 N 2.027706 -0.804893 0.099108  0.045
6 O 2.407209 -0.456463 1.469401  0.017
7 O -2.760599 -0.168838 0.100895  0.209
8 O -0.586000 -2.600585 -0.311538  0.452
9 S 1.974701 0.518137 -0.852766  0.125
10 H -1.498390 1.836325 -0.070755  0.006
11 H 0.679100 2.503059 -0.693975  0.008
12 H -3.140647 -1.036706 -0.068401  0.009
13 H 3.361747 -0.601831 1.494314  0.002

Cartesian forces (eV/Å) of the 2 atoms listed first:
C -2.1 -1.1 0.6
C 2.0 -0.3 -0.3

## Properties
- Frontier orbital gap (spin up / spin down): 5.39 / 5.45 eV
- Spin multiplicity: 3
- ΔE to the lowest compared entry with this formula, charge and spin: 0.000 eV
- Total charge: -1

# 7
C4H4NOS | ωB97M-V/def2-TZVPD

Last column: Mulliken charge in e.
CARTESIAN COORDINATES (ANGSTROEM)
1 C 2.462518 -0.662599 0.882618  -0.085
2 N 1.269370 -0.447227 0.535797  -0.077
3 C 0.167653 -0.352890 -0.067144  0.591
4 O -0.819798 -1.132086 -0.450764  -0.240
5 C -0.969040 0.256808 -0.814460  0.188
6 C -2.107683 0.892528 -0.265077  -0.519
7 S -3.322453 0.178752 0.574866  -0.046
8 H 2.943573 -0.496965 1.767238  0.322
9 H 3.248001 -0.834211 0.035624  0.239
10 H -0.792697 0.565101 -1.960037  0.326
11 H -2.079445 2.032788 -0.238660  0.300

Cartesian forces (eV/Å) of the 2 atoms listed first:
C 0.6 0.2 -5.3
N -0.5 -0.3 0.4

## Properties
- Frontier orbital gap: 7.07 eV
- ΔE to the lowest compared entry with this formula, charge and spin: 1.285 eV
- Total charge: +1

# 8
C4H4O | ωB97M-V/def2-TZVPD

Last column: Mulliken charge in e.
CARTESIAN COORDINATES (ANGSTROEM)
1 C -1.477100 0.055167 0.036639  -0.993
2 C -0.019437 -0.390573 0.170582  0.250
3 C 1.011120 0.363961 -0.200052  -0.567
4 C 2.317776 0.290889 -0.226923  0.510
5 O 3.459815 0.494258 -0.379308  -0.403
6 H -1.575556 1.110129 -0.268253  0.311
7 H -2.021902 -0.053183 0.981400  0.303
8 H -2.038655 -0.527051 -0.708312  0.275
9 H 0.343939 -1.343598 0.594227  0.315

Cartesian forces (eV/Å) of the 2 atoms listed first:
C 0.2 -0.1 0.1
C 0.2 0.2 -0.1

## Properties
- Frontier orbital gap: 8.68 eV
- ΔE to the lowest compared entry with this formula, charge and spin: 1.543 eV

# 9
C4H4O | ωB97M-V/def2-TZVPD

Last column: Mulliken charge in e.
CARTESIAN COORDINATES (ANGSTROEM)
1 C 1.370853 0.645208 1.511683  -0.010
2 C -1.931648 0.219844 0.093197  0.727
3 C 2.189154 0.379566 0.532111  -0.570
4 C -1.680012 -0.688395 -0.794235  -0.932
5 O -1.974584 0.959383 0.982532  -0.316
6 H 3.165136 0.263917 0.777495  0.291
7 H 1.898136 0.157490 -0.451350  0.285
8 H -0.884968 -1.346647 -0.823515  0.333
9 H -2.152070 -0.590368 -1.827914  0.192

Cartesian forces (eV/Å) of the 2 atoms listed first:
C 0.5 -0.1 -0.8
C 1.3 0.1 1.3

## Properties
- Frontier orbital gap: 9.03 eV
- ΔE to the lowest compared entry with this formula, charge and spin: 4.735 eV

# 10
C4H4O | ωB97M-V/def2-TZVPD

Last column: Mulliken charge in e.
CARTESIAN COORDINATES (ANGSTROEM)
1 O -3.097478 0.010184 -0.070857  -0.532
2 C -1.916355 -0.022098 -0.090957  0.727
3 C -0.743798 -0.801453 0.164188  -0.493
4 C 0.317003 -0.009775 -0.530262  -0.407
5 C -0.728727 0.797237 0.165605  -0.371
6 H -0.480476 -1.433590 0.915852  0.271
7 H 1.261207 0.056093 -0.183843  0.348
8 H 0.201845 0.069643 -1.538738  0.197
9 H -0.443035 1.542222 0.893177  0.260

Cartesian forces (eV/Å) of the 2 atoms listed first:
O -1.3 -0.2 -0.2
C 1.4 1.0 0.4

## Properties
- Frontier orbital gap: 10.61 eV
- ΔE to the lowest compared entry with this formula, charge and spin: 2.192 eV